{"formula": "C4H10N4", "method": "the ωB97M-V functional and the def2-TZVPD basis", "e_tot_ha": -377.2762, "lumo_energy_ev": 1.12, "smiles": "C[C@H]1CN1/N=C\\NN", "fmax_ha_per_bohr": 0.0596, "symbols": ["C", "C", "C", "N", "N", "C", "N", "N", "H", "H", "H", "H", "H", "H", "H", "H", "H", "H"], "xyz": [[-2.789, -0.841, -0.332], [-1.968, 0.423, -0.461], [-1.468, 1.236, 0.716], [-0.543, 0.440, -0.154], [-0.121, -0.783, 0.437], [1.206, -0.772, 0.477], [1.988, 0.021, -0.376], [3.393, 0.274, -0.169], [-2.276, -1.533, -1.019], [-3.825, -0.610, -0.559], [-2.598, -1.442, 0.507], [-2.341, 1.018, -1.321], [-1.373, 2.357, 0.578], [-1.428, 0.760, 1.661], [1.804, -1.210, 1.293], [1.417, 0.754, -0.828], [3.853, 0.564, -0.983], [3.860, -0.603, 0.113]], "forces_ev_per_angstrom": [[1.53, 0.21, -1.41], [-0.83, 0.79, 0.97], [0.65, 0.22, -1.72], [-0.62, 0.51, -2.23], [2.52, 0.35, 1.71], [0.03, 1.94, -0.90], [-1.16, -0.56, 0.26], [-0.74, -0.95, 2.57], [-0.85, 0.16, -0.83], [-0.05, -0.48, 0.02], [-0.33, -0.02, 1.95], [0.87, -0.31, 0.40], [0.01, -1.57, 0.53], [-0.69, 0.14, 1.05], [-0.62, -0.87, -0.77], [0.78, -0.45, 0.36], [0.12, 0.37, -1.71], [-0.62, 0.51, -0.25]], "lowdin_charge": [-0.078, -0.335, -0.066, -0.164, 0.003, -0.175, -0.084, 0.009, 0.077, 0.075, 0.041, 0.130, 0.114, 0.085, 0.118, 0.123, 0.044, 0.082]}

=====

{"formula": "C4H10N4", "method": "the ωB97M-V functional and the def2-TZVPD basis", "e_tot_ha": -377.0568, "lumo_energy_ev": 0.77, "fmax_ha_per_bohr": 0.1309, "symbols": ["C", "C", "C", "C", "H", "H", "H", "H", "H", "H", "H", "H", "H", "H", "N", "N", "N", "N"], "xyz": [[-2.005, -0.924, -0.916], [-1.494, 0.389, 1.146], [0.604, 1.495, -0.458], [3.300, -0.702, 0.135], [-1.776, -0.611, -2.211], [-3.208, -0.556, -0.258], [-1.668, -2.297, -0.618], [-0.868, 1.082, 1.751], [-1.820, -0.460, 1.726], [-2.407, 1.121, 1.088], [1.188, 2.428, -0.728], [0.635, -0.431, 0.501], [4.197, -0.713, -0.974], [2.887, -1.355, 1.022], [-0.898, -0.246, -0.118], [-0.618, 1.149, -0.903], [1.301, 0.443, 0.199], [2.651, 0.186, -0.383]], "forces_ev_per_angstrom": [[0.34, -1.38, 0.81], [-1.36, 0.65, 0.19], [-1.08, -3.65, -1.51], [3.35, -3.04, -1.87], [-1.23, -1.19, 4.39], [3.57, -1.40, -2.83], [-1.64, 4.26, -1.32], [0.62, -1.17, -0.68], [-0.07, -0.16, 0.60], [1.17, -1.63, -1.06], [-1.10, -1.29, 0.17], [2.07, 2.55, -1.69], [-1.61, -1.29, 4.43], [1.43, 0.79, -1.72], [-3.31, 3.99, -1.15], [2.44, -0.20, 2.55], [1.73, 0.04, 0.73], [-5.32, 4.13, -0.05]], "lowdin_charge": [-0.164, -0.173, -0.204, -0.144, 0.138, 0.146, 0.145, 0.073, 0.055, 0.099, 0.126, 0.146, 0.184, 0.096, -0.352, 0.040, -0.098, -0.114]}

=====

{"formula": "C4H10N4", "method": "the ωB97M-V functional and the def2-TZVPD basis", "e_tot_ha": -377.3664, "lumo_energy_ev": 0.70, "fmax_ha_per_bohr": 0.0700, "symbols": ["C", "C", "N", "C", "C", "N", "N", "N", "H", "H", "H", "H", "H", "H", "H", "H", "H", "H"], "xyz": [[-1.057, 0.890, 0.292], [1.932, 0.098, -1.156], [0.653, -0.601, -1.262], [-1.005, 0.382, -1.090], [-0.904, -0.244, 1.307], [-0.061, 0.042, 2.350], [-1.516, 0.208, -2.158], [-1.426, -1.398, 1.221], [0.670, -1.495, -0.778], [0.090, 1.003, 2.607], [-0.035, -0.645, 3.087], [0.127, -0.602, -2.269], [-1.957, -1.527, 0.365], [-0.259, 1.625, 0.426], [-2.019, 1.387, 0.443], [1.859, 1.038, -1.705], [2.761, -0.484, -1.570], [2.148, 0.322, -0.110]], "forces_ev_per_angstrom": [[0.26, -0.15, 0.26], [-0.03, -0.19, -0.34], [-0.33, -0.07, -2.03], [-2.45, 0.01, -2.21], [-0.01, -0.06, -0.25], [0.09, 0.11, 0.05], [0.28, 0.85, 2.02], [0.06, -0.05, 0.02], [-0.11, -0.03, -0.34], [0.00, -0.08, 0.04], [-0.06, 0.09, 0.03], [2.26, -0.63, 2.73], [-0.02, 0.17, -0.02], [-0.07, -0.01, 0.07], [0.08, -0.02, -0.07], [0.04, 0.00, 0.02], [0.03, 0.13, 0.04], [-0.03, -0.06, -0.01]], "lowdin_charge": [-0.109, -0.133, -0.072, -0.389, -0.530, 0.114, 0.083, 0.117, 0.098, 0.089, 0.097, 0.132, 0.045, 0.108, 0.127, 0.080, 0.071, 0.072]}

=====

{"formula": "C4H10N4O", "method": "the ωB97M-V functional and the def2-TZVPD basis", "e_tot_ha": -452.4618, "lumo_energy_ev": 0.79, "fmax_ha_per_bohr": 0.0941, "symbols": ["C", "C", "C", "C", "N", "N", "N", "N", "O", "H", "H", "H", "H", "H", "H", "H", "H", "H", "H"], "xyz": [[-0.983, -0.815, 0.452], [0.358, -1.207, -0.123], [-2.562, 1.206, 0.309], [2.684, -0.290, -0.481], [-1.030, 0.741, -1.396], [-1.509, 0.421, -0.364], [1.305, -0.081, -0.036], [0.916, 0.974, 0.549], [1.738, 1.867, 0.612], [-1.524, -1.879, 0.374], [-0.712, -0.500, 1.394], [0.502, -2.091, 0.358], [0.156, -1.454, -1.136], [-3.228, 1.545, -0.468], [-3.050, 0.444, 0.970], [-2.216, 2.004, 0.806], [3.326, 0.326, 0.105], [3.004, -1.270, -0.369], [2.825, 0.058, -1.558]], "forces_ev_per_angstrom": [[-0.20, -2.17, -2.66], [-1.67, 3.44, -1.34], [-2.07, -4.26, -1.02], [-0.68, 2.50, -1.85], [0.30, 0.07, -1.34], [-0.20, -0.83, 0.80], [1.17, -3.87, -0.65], [-0.36, 1.34, 0.99], [0.36, 0.74, 0.16], [0.10, 2.87, 0.43], [-0.60, 0.67, 2.57], [1.98, -2.34, 1.75], [0.34, 0.01, -1.30], [-0.30, -0.01, -0.15], [-0.02, 1.11, -0.26], [1.68, 2.70, 2.01], [0.39, 0.59, 0.50], [0.09, -2.03, 0.11], [-0.30, -0.54, 1.26]], "lowdin_charge": [-0.127, -0.180, -0.022, -0.009, 0.122, -0.347, -0.169, -0.105, -0.053, 0.166, 0.071, 0.083, 0.102, 0.081, 0.099, 0.040, 0.065, 0.059, 0.123]}

=====

{"formula": "C4H10N5O", "method": "the ωB97M-V functional and the def2-TZVPD basis", "e_tot_ha": -507.1718, "lumo_energy_ev": [-3.00, -3.00], "total_charge": 1, "smiles": "N/C=C/NC(=[NH2+])NC(N)=O", "fmax_ha_per_bohr": 0.1153, "symbols": ["N", "C", "C", "N", "C", "N", "N", "C", "N", "O", "H", "H", "H", "H", "H", "H", "H", "H", "H", "H"], "xyz": [[3.208, 0.204, 0.022], [1.948, -0.253, -0.146], [1.164, -0.801, 0.784], [-0.050, -1.333, 0.604], [-1.150, -0.864, 0.013], [-2.132, -1.761, -0.187], [-1.439, 0.356, -0.468], [-0.840, 1.527, 0.188], [-1.240, 2.638, -0.433], [-0.093, 1.308, 1.033], [3.777, -0.249, 0.655], [3.753, 0.480, -0.806], [1.517, -0.053, -1.155], [1.496, -1.016, 1.843], [-0.038, -2.285, 1.074], [-2.058, -2.520, 0.443], [-2.738, -1.922, -0.939], [-2.156, 0.615, -1.006], [-1.834, 2.368, -1.272], [-1.095, 3.561, -0.245]], "forces_ev_per_angstrom": [[0.24, 1.33, -2.12], [-1.10, 0.14, -1.33], [4.07, 0.49, 2.41], [-2.84, -1.52, -0.05], [-1.20, -1.18, -1.06], [0.52, -0.81, 1.80], [5.01, 1.05, 2.98], [-1.63, -0.70, -3.15], [-2.61, -3.44, -3.40], [2.55, 0.63, 4.25], [1.18, -0.94, 1.83], [-0.83, -0.25, 0.65], [0.32, -0.25, 0.81], [0.18, 0.63, -1.41], [-1.09, 1.45, -1.29], [-0.16, -1.10, 0.15], [-0.74, 0.58, -1.17], [-3.80, -0.41, -2.40], [1.19, 1.70, 1.53], [0.72, 2.59, 0.98]], "lowdin_charge": [0.095, -0.176, -0.195, 0.097, -0.305, 0.196, 0.202, -0.567, 0.223, 0.155, 0.073, 0.123, 0.148, 0.160, 0.208, 0.109, 0.116, 0.094, 0.152, 0.091]}

=====

{"formula": "C4H10NO", "method": "the ωB97M-V functional and the def2-TZVPD basis", "e_tot_ha": -288.3454, "lumo_energy_ev": 4.39, "total_charge": -1, "fmax_ha_per_bohr": 0.0407, "symbols": ["C", "O", "C", "C", "H", "H", "H", "H", "H", "H", "H", "C", "N", "H", "H", "H"], "xyz": [[-0.606, -0.784, 1.441], [0.476, -0.497, 0.632], [-1.658, -1.533, 0.600], [-2.040, -0.656, -0.605], [-1.163, 0.046, 1.911], [-0.374, -1.469, 2.318], [-2.540, -1.765, 1.225], [-1.219, -2.489, 0.310], [-2.547, -1.314, -1.381], [-1.118, -0.283, -0.979], [-2.643, 0.190, -0.276], [2.153, 1.461, -0.549], [1.946, 2.232, -1.559], [1.444, 1.514, 0.296], [3.027, 0.785, -0.534], [2.602, 2.214, -2.355]], "forces_ev_per_angstrom": [[0.96, -1.17, -0.95], [-0.60, 0.29, 1.29], [-0.48, 0.39, 0.47], [-0.82, -1.92, 0.00], [0.13, 0.71, 0.05], [0.06, 0.30, -0.28], [-0.02, 0.01, -0.13], [0.05, 0.00, -0.32], [0.26, 1.13, 0.67], [0.81, 0.35, -0.57], [-0.29, -0.07, -0.17], [0.17, 1.06, -1.31], [-0.26, 0.11, 0.58], [0.55, -0.54, -0.47], [-0.51, 0.01, 0.36], [-0.01, -0.67, 0.78]], "lowdin_charge": [-0.525, -0.380, -0.309, -0.145, 0.068, 0.073, 0.078, 0.081, 0.067, 0.031, 0.054, -0.159, -0.042, 0.043, 0.058, 0.005]}

=====

{"formula": "C4H10NO", "method": "the ωB97M-V functional and the def2-TZVPD basis", "e_tot_ha": -288.3520, "lumo_energy_ev": 4.56, "total_charge": -1, "fmax_ha_per_bohr": 0.0822, "symbols": ["C", "C", "N", "C", "C", "O", "H", "H", "H", "H", "H", "H", "H", "H", "H", "H"], "xyz": [[2.241, 0.361, 0.759], [0.743, -0.047, 0.884], [0.392, -0.606, -0.381], [-1.018, -0.911, -0.426], [-1.885, 0.290, -0.753], [-1.199, 1.007, -1.777], [2.732, -0.634, 0.733], [2.582, 0.835, 1.675], [2.440, 0.872, -0.196], [0.628, -0.635, 1.741], [0.167, 0.904, 1.058], [-0.256, 0.699, -1.481], [-1.381, -1.432, 0.531], [-1.175, -1.632, -1.241], [-2.865, 0.024, -1.229], [-2.145, 0.904, 0.104]], "forces_ev_per_angstrom": [[-0.59, -1.73, 0.42], [0.90, 3.09, -2.74], [-0.78, -0.36, -0.12], [0.33, -1.52, 0.90], [-1.33, 0.21, -1.55], [1.09, -0.08, 1.02], [0.23, 0.53, -0.27], [0.28, 0.60, -0.07], [-0.10, 0.07, 0.62], [-0.37, -1.49, 1.66], [0.10, -0.16, 0.42], [-0.47, 0.25, -0.54], [0.07, 0.49, -0.75], [-0.08, -0.05, 0.03], [0.45, -0.26, 0.58], [0.26, 0.41, 0.39]], "lowdin_charge": [-0.151, -0.452, -0.196, -0.378, -0.342, -0.179, 0.049, 0.034, 0.055, 0.055, 0.090, 0.065, 0.097, 0.080, 0.096, 0.075]}

=====

{"formula": "C4H10NO", "method": "the ωB97M-V functional and the def2-TZVPD basis", "e_tot_ha": -288.3539, "lumo_energy_ev": 4.42, "total_charge": -1, "fmax_ha_per_bohr": 0.0187, "symbols": ["C", "O", "C", "H", "H", "H", "H", "H", "C", "C", "N", "H", "H", "H", "H", "H"], "xyz": [[1.377, -1.426, -0.268], [0.492, -0.399, -0.429], [1.015, -2.323, 0.927], [2.405, -1.026, -0.104], [1.453, -2.078, -1.169], [1.847, -2.924, 1.329], [0.205, -3.016, 0.683], [0.708, -1.679, 1.756], [-0.831, 2.112, 0.581], [-1.699, 1.601, -1.488], [-1.729, 2.452, -0.542], [0.023, 2.795, 0.546], [-0.445, 1.084, 0.457], [-1.394, 2.250, 1.507], [-2.368, 1.867, -2.312], [-1.057, 0.710, -1.477]], "forces_ev_per_angstrom": [[-0.35, 0.76, -0.07], [-0.02, -0.40, -0.18], [0.28, -0.21, 0.45], [0.18, -0.25, 0.09], [0.10, -0.13, -0.02], [0.09, -0.04, -0.32], [-0.13, 0.15, 0.02], [-0.20, 0.03, -0.11], [-0.19, -0.27, -0.59], [-0.35, 0.85, 0.27], [0.34, -0.42, 0.09], [-0.11, 0.09, 0.22], [0.06, 0.26, 0.37], [0.18, 0.06, 0.08], [0.18, -0.45, -0.25], [-0.06, -0.03, -0.05]], "lowdin_charge": [-0.563, -0.378, -0.155, 0.067, 0.067, 0.039, 0.044, 0.050, -0.175, -0.105, -0.114, 0.063, 0.025, 0.051, 0.041, 0.042]}

=====

{"formula": "C4H10NO", "method": "the ωB97M-V functional and the def2-TZVPD basis", "e_tot_ha": -288.3410, "lumo_energy_ev": 4.29, "total_charge": -1, "smiles": "C[C@H](N)CC[O-]", "fmax_ha_per_bohr": 0.0747, "symbols": ["C", "C", "N", "C", "C", "O", "H", "H", "H", "H", "H", "H", "H", "H", "H", "H"], "xyz": [[-0.761, 0.360, 1.496], [0.218, -0.451, 0.666], [1.492, -0.716, 1.447], [0.754, 0.288, -0.684], [-0.503, 0.649, -1.458], [-1.392, -0.354, -1.737], [-1.878, 0.373, 1.391], [-0.705, -0.031, 2.521], [-0.418, 1.385, 1.420], [-0.234, -1.428, 0.494], [2.186, -1.060, 0.801], [1.578, 0.282, 1.715], [1.196, 1.104, -0.114], [1.570, -0.261, -1.201], [-0.986, 1.539, -0.984], [-0.064, 1.109, -2.407]], "forces_ev_per_angstrom": [[-0.33, 0.05, 0.84], [1.05, -1.99, -2.04], [-2.28, 1.26, 1.34], [-2.01, -1.21, 3.04], [-0.36, 0.14, -2.47], [0.95, 0.49, 0.58], [1.16, -0.37, -1.21], [0.55, 0.38, 0.12], [-0.10, 0.55, 0.53], [0.02, 0.11, -0.57], [0.26, 0.64, -0.08], [1.68, -0.98, 0.06], [0.37, 0.93, -0.78], [-0.80, -0.04, 0.20], [0.17, -0.04, 0.38], [-0.33, 0.07, 0.05]], "lowdin_charge": [-0.105, -0.452, -0.024, -0.181, -0.580, -0.377, 0.091, 0.061, 0.059, 0.112, 0.037, 0.049, 0.074, 0.097, 0.071, 0.069]}

=====

{"formula": "C4H10NO", "method": "the ωB97M-V functional and the def2-TZVPD basis", "e_tot_ha": -288.3006, "spin_multiplicity": 2, "lumo_energy_ev": [1.09, -1.44], "fmax_ha_per_bohr": 0.0241, "symbols": ["C", "C", "N", "C", "C", "O", "H", "H", "H", "H", "H", "H", "H", "H", "H", "H"], "xyz": [[-2.039, -0.033, 1.328], [-0.971, 0.642, 0.481], [0.305, -0.063, 0.590], [1.331, 0.371, -0.318], [1.636, -0.625, -1.453], [0.610, -1.412, -1.856], [-2.778, 0.696, 1.651], [-2.526, -0.799, 0.720], [-1.581, -0.519, 2.191], [-0.798, 1.684, 0.746], [-1.286, 0.715, -0.581], [0.157, -1.062, 0.488], [1.155, 1.362, -0.735], [2.286, 0.507, 0.229], [2.408, -1.356, -1.164], [2.090, -0.109, -2.317]], "forces_ev_per_angstrom": [[0.18, 0.02, -0.43], [0.37, 0.07, -0.78], [-0.27, 0.00, 0.34], [1.21, -0.08, 0.26], [-0.19, 0.31, -0.33], [-0.19, -0.02, -0.09], [-0.12, -0.13, 0.08], [-0.11, -0.01, 0.21], [-0.08, 0.18, 0.06], [0.00, 0.06, 0.46], [-0.16, -0.23, 0.24], [-0.08, 0.11, -0.06], [-0.52, -0.03, -0.05], [-0.23, -0.07, -0.12], [0.15, -0.10, 0.22], [0.05, -0.07, -0.01]], "mulliken_spin": [0.000, 0.001, -0.002, 0.000, 0.000, 0.863, 0.000, 0.000, 0.000, -0.001, -0.001, -0.001, 0.006, 0.003, 0.089, 0.043]}

=====

{"formula": "C4H10NO", "method": "the ωB97M-V functional and the def2-TZVPD basis", "e_tot_ha": -287.9340, "lumo_energy_ev": -8.69, "total_charge": 1, "fmax_ha_per_bohr": 0.1378, "symbols": ["C", "C", "C", "C", "O", "N", "H", "H", "H", "H", "H", "H", "H", "H", "H", "H"], "xyz": [[0.321, 1.159, 1.593], [0.599, 1.006, 0.091], [-0.705, 0.811, -0.600], [-1.191, -0.550, -0.332], [-2.357, -0.944, -0.128], [2.492, -1.356, -0.634], [-0.205, 2.076, 1.937], [-0.330, 0.281, 1.363], [1.089, 1.004, 2.340], [1.204, 1.737, -0.387], [-1.468, 1.511, -0.322], [-0.751, 0.932, -1.714], [-0.434, -1.259, -0.395], [2.898, -1.770, 0.182], [2.298, -0.372, -0.598], [2.964, -1.654, -1.456]], "forces_ev_per_angstrom": [[0.35, -3.14, -2.30], [-3.58, 5.89, 1.65], [1.26, -0.48, -2.40], [-5.70, -2.72, 0.65], [3.49, 2.04, -0.60], [-1.26, 0.13, 0.48], [-0.16, -0.31, -1.04], [-0.58, 0.31, 3.45], [0.48, -0.27, -0.27], [2.24, -0.63, -0.95], [-0.26, 0.88, 1.15], [0.82, -0.20, 0.67], [1.60, -1.77, -0.11], [0.05, 0.24, 0.44], [1.11, 0.03, 0.00], [0.12, 0.01, -0.82]], "lowdin_charge": [0.034, 0.123, -0.126, -0.237, 0.113, 0.100, 0.160, 0.086, 0.107, 0.137, 0.172, 0.174, 0.103, 0.040, -0.019, 0.035]}

=====

{"formula": "C4H10NO", "method": "the ωB97M-V functional and the def2-TZVPD basis", "e_tot_ha": -288.1039, "lumo_energy_ev": -4.10, "total_charge": 1, "smiles": "CC[C@H]([NH3+])C=O", "fmax_ha_per_bohr": 0.0604, "symbols": ["C", "C", "C", "N", "C", "O", "H", "H", "H", "H", "H", "H", "H", "H", "H", "H"], "xyz": [[-0.436, -1.815, -0.598], [-0.814, -0.358, -0.524], [0.165, 0.365, 0.473], [-0.227, 1.821, 0.481], [1.710, 0.283, 0.195], [2.376, 1.214, 0.555], [0.630, -1.866, -0.868], [-0.634, -2.318, 0.444], [-1.050, -2.502, -1.250], [-0.785, 0.070, -1.567], [-1.843, -0.454, -0.225], [0.010, -0.187, 1.454], [-0.039, 2.352, -0.420], [0.188, 2.355, 1.337], [-1.311, 1.746, 0.643], [2.061, -0.708, -0.131]], "forces_ev_per_angstrom": [[0.12, -2.30, 1.39], [0.83, -0.24, -1.27], [-0.41, -1.33, -1.23], [-1.92, 0.77, 2.32], [-1.31, 0.17, 1.23], [0.05, -0.32, -0.66], [-0.52, -0.76, 0.06], [0.82, 0.97, -1.66], [0.68, 1.31, 0.23], [0.07, -0.06, 1.07], [-0.59, 1.16, 0.59], [0.12, 1.34, -0.68], [-0.10, -0.93, 1.33], [-0.63, -0.96, -2.04], [2.39, 0.81, -0.51], [0.40, 0.37, -0.17]], "lowdin_charge": [-0.119, -0.237, -0.250, 0.174, -0.161, 0.101, 0.061, 0.126, 0.109, 0.141, 0.108, 0.185, 0.202, 0.214, 0.213, 0.132]}